1.
10
Properties=species:S:1:pos:R:3 method="wB97M-V/def2-TZVPD" spin_multiplicity=3 relative_energy_ev=0.017 total_charge=+2 max_force_ha_per_bohr=0.1021 lumo_ev="-10.9 / -15.9"
C -0.849 -0.146 -0.019
N -2.453 1.473 -0.028
N -3.078 0.407 0.006
N -1.190 1.399 0.030
N -2.279 -0.661 -0.001
N 0.227 -0.797 -0.005
O -2.551 -1.802 0.013
H -0.550 2.204 0.010
H 1.169 -0.376 0.127
H 0.244 -1.834 -0.136

=====

2.
123
Properties=species:S:1:pos:R:3 method="wB97M-V/def2-TZVPD" relative_energy_ev=2.216 total_charge=-1 max_force_ha_per_bohr=0.0411 lumo_ev=1.9
Tl 0.099 -0.190 0.893
C 0.198 -3.919 1.799
N -0.954 -3.031 1.824
C -1.617 -2.892 3.104
C -0.840 -1.881 3.892
N 0.375 -2.036 4.335
C 0.736 -0.788 4.839
C 1.950 -0.364 5.378
C 2.057 0.955 5.778
C 0.974 1.844 5.665
C -0.238 1.439 5.135
C -0.322 0.115 4.712
N -1.331 -0.620 4.113
C 1.055 -3.597 0.627
N 1.584 -2.432 0.432
C 2.428 -2.589 -0.675
C 3.271 -1.671 -1.302
C 4.032 -2.129 -2.362
C 3.953 -3.460 -2.813
C 3.110 -4.375 -2.210
C 2.359 -3.908 -1.133
N 1.473 -4.535 -0.268
H -0.069 -4.984 1.807
H 0.802 -3.725 2.684
H -1.593 -3.260 1.074
H -1.723 -3.825 3.671
H -2.619 -2.501 2.921
H 2.783 -1.050 5.459
H 2.994 1.316 6.183
H 1.097 2.872 5.981
H -1.071 2.127 5.036
H -2.213 -0.271 3.784
H 3.293 -0.636 -0.970
H 4.693 -1.439 -2.873
H 4.560 -3.772 -3.655
H 3.033 -5.397 -2.565
H 1.138 -5.479 -0.325
Te -2.341 -0.515 -4.514
C -3.639 1.162 -4.355
C -3.144 2.446 -4.151
C -4.035 3.505 -4.036
N -5.364 3.377 -4.119
C -5.830 2.142 -4.321
C -5.021 1.020 -4.445
C -1.532 -0.564 -2.593
P -1.986 -1.860 -1.492
C -2.316 -3.400 -2.454
C -1.323 -3.815 -3.350
C -1.438 -5.005 -4.054
C -2.554 -5.816 -3.874
C -3.540 -5.426 -2.979
C -3.418 -4.231 -2.270
C -3.695 -1.455 -0.874
C -4.810 -1.327 -1.709
C -6.017 -0.844 -1.225
C -6.148 -0.493 0.116
C -5.057 -0.625 0.964
C -3.841 -1.095 0.466
P 0.090 0.086 -2.219
C -0.123 1.872 -1.775
C 0.966 2.750 -1.723
C 0.835 4.022 -1.187
C -0.389 4.443 -0.676
C -1.475 3.579 -0.705
C -1.338 2.301 -1.246
C 0.993 0.173 -3.816
C 1.100 1.289 -4.639
C 1.742 1.207 -5.871
C 2.290 0.005 -6.298
C 2.196 -1.118 -5.482
C 1.556 -1.027 -4.254
H -2.076 2.624 -4.064
H -3.659 4.510 -3.868
H -6.911 2.043 -4.382
H -5.469 0.046 -4.605
H -0.455 -3.179 -3.500
H -0.661 -5.297 -4.750
H -2.656 -6.740 -4.431
H -4.416 -6.047 -2.836
H -4.198 -3.944 -1.574
H -4.722 -1.607 -2.753
H -6.859 -0.724 -1.898
H -7.090 -0.113 0.491
H -5.149 -0.351 2.009
H -2.973 -1.146 1.119
H 1.941 2.418 -2.063
H 1.701 4.672 -1.134
H -0.489 5.431 -0.242
H -2.431 3.891 -0.302
H -2.188 1.624 -1.278
H 0.683 2.237 -4.319
H 1.807 2.088 -6.500
H 2.791 -0.056 -7.257
H 2.631 -2.060 -5.797
H 1.492 -1.906 -3.613
O 1.751 0.645 2.980
C 2.502 1.825 2.707
C 2.910 1.783 1.181
O 3.799 2.574 0.850
O 2.253 0.989 0.451
C 1.615 3.066 2.873
C 0.286 2.930 3.269
C -0.559 4.034 3.347
C -0.090 5.299 3.030
C 1.228 5.443 2.612
C 2.067 4.343 2.524
C 3.774 1.792 3.554
C 4.364 2.921 4.110
C 5.562 2.832 4.810
C 6.188 1.606 4.979
C 5.595 0.467 4.447
C 4.403 0.561 3.740
H 1.587 0.601 3.931
H -0.105 1.947 3.509
H -1.590 3.895 3.648
H -0.744 6.160 3.092
H 1.604 6.422 2.334
H 3.065 4.456 2.124
H 3.884 3.884 4.014
H 6.007 3.731 5.222
H 7.130 1.539 5.510
H 6.063 -0.503 4.580
H 3.958 -0.326 3.307

=====

3.
15
Properties=species:S:1:pos:R:3 method="wB97M-V/def2-TZVPD" relative_energy_ev=1.445 total_charge=-1 max_force_ha_per_bohr=0.0746 lumo_ev=4.0
C -1.050 -0.886 -2.605
O -1.460 -1.175 -1.333
H -0.394 0.050 -2.648
H -0.228 -1.687 -2.924
H -1.846 -1.025 -3.349
C 1.090 1.269 1.910
C 0.467 0.429 0.824
N -0.570 -0.566 1.193
H 1.716 0.642 2.587
H 1.920 1.901 1.646
H 0.364 1.915 2.322
H -0.037 1.156 0.230
H 1.214 0.029 0.194
H -1.014 -0.783 0.232
H -0.172 -1.269 1.721

=====

4.
62
Properties=species:S:1:pos:R:3 method="wB97M-V/def2-TZVPD" relative_energy_ev=1.195 total_charge=-2 max_force_ha_per_bohr=0.0626 lumo_ev=4.7
O -0.465 -0.825 -1.296
C 0.410 -0.093 -0.387
C -0.350 0.228 0.879
O 0.387 0.960 1.825
H 0.751 0.811 -0.867
H 1.300 -0.766 -0.233
H -0.734 -0.664 1.341
H -1.229 0.912 0.732
O -1.691 1.906 3.211
H -1.836 1.180 3.830
H -1.058 1.561 2.615
O 3.249 -2.417 -0.346
H 3.265 -3.345 -0.138
H 2.398 -2.239 -0.755
O -0.709 -2.983 -0.093
H -0.736 -2.070 -0.388
H -0.416 -2.861 0.802
O 0.019 0.669 -3.471
H -0.596 0.199 -4.042
H -0.047 0.129 -2.672
O -2.194 -1.927 2.871
H -1.322 -1.640 3.252
H -2.121 -1.490 2.000
O 2.541 1.864 -3.197
H 1.668 1.533 -3.193
H 2.357 2.577 -3.794
O -0.003 -0.392 4.108
H 0.157 0.094 3.267
H -0.088 0.184 4.853
O 1.356 -2.088 -2.574
H 1.013 -2.956 -2.592
H 0.744 -1.568 -2.084
O 0.533 -3.029 2.237
H 0.257 -3.255 3.123
H 1.470 -3.297 2.264
O 3.941 0.550 -1.039
H 3.254 0.978 -0.469
H 3.651 0.826 -1.898
O -3.342 2.504 0.977
H -3.802 2.438 0.142
H -2.596 1.953 1.092
O -2.118 -1.900 -3.150
H -1.557 -1.481 -2.481
H -1.557 -1.877 -3.927
O 2.615 -0.971 1.900
H 2.760 -1.512 1.115
H 1.697 -0.656 1.825
O -0.565 2.965 -2.046
H -1.389 3.336 -2.351
H -0.375 2.177 -2.534
O -0.090 3.340 0.617
H -0.136 3.037 -0.294
H 0.191 2.511 1.026
O -3.378 -0.872 0.635
H -4.187 -0.385 0.876
H -2.902 -0.303 -0.004
O -2.464 0.928 -1.475
H -2.114 1.845 -1.561
H -1.712 0.350 -1.372
O 2.589 2.021 0.808
H 3.369 1.908 1.377
H 1.941 1.392 1.124

=====

5.
15
Properties=species:S:1:pos:R:3 method="wB97M-V/def2-TZVPD" relative_energy_ev=4.057 total_charge=+1 max_force_ha_per_bohr=0.0948 lumo_ev=-6.6
C 0.174 -1.157 -1.347
C -0.144 -0.722 -0.176
C -0.440 -0.854 -2.663
C -0.979 0.339 0.315
C -1.436 -0.198 -3.002
C -0.322 1.250 1.291
N -2.247 0.310 0.072
F -3.096 1.221 0.609
I -3.033 0.834 -3.675
H 0.864 -2.117 -1.393
H 0.426 -1.090 0.614
H 0.149 -1.341 -3.509
H 0.601 0.936 1.856
H 0.083 2.066 0.757
H -0.901 1.827 1.942